1.
C3H5ClS | ωB97M-V/def2-TZVPD

Computed properties:
* molecular weight: 108.59 g mol⁻¹
* HOMO-LUMO gap: 7.90 eV
* LUMO energy: 0.437 eV
* DFT total energy: -975.56984 Ha
* largest force on an atom: 3.3 eV Å⁻¹
* structure (SMILES): CC1=CS1.Cl

Element x y z (Å)
C -1.1057 -0.1944 0.6240
C 0.1129 0.6851 0.3927
C 0.8317 1.7280 0.0739
S 1.8844 0.3931 0.8465
H -1.9419 0.2430 1.1534
H -0.8118 -0.9787 1.3009
H -1.4172 -0.6157 -0.3246
H 0.7021 2.6114 -0.5751
Cl 1.0451 -1.2605 -1.8749
H 0.7005 -2.6113 -1.6168

Here are the Mulliken charges for atoms 1 to 5, given in e: number 1, C, carries -0.85; number 2, C, carries 0.09; number 3, C, carries -0.23; number 4, S, carries -0.25; number 5, H, carries 0.32

=====

2.
C3H5N2 | ωB97M-V/def2-TZVPD

Computed properties:
* molecular weight: 69.09 g mol⁻¹
* HOMO-LUMO gap: 11.61 eV
* LUMO energy: -3.509 eV
* net charge: +1
* DFT total energy: -226.59237 Ha
* largest force on an atom: 0.6 eV Å⁻¹
* structure (SMILES): c1c[nH+]c[nH]1

Element x y z (Å)
C 0.5003 -0.6777 0.8248
C 1.1796 0.1263 -0.0219
N 0.2282 0.7333 -0.8240
C -0.9816 0.3425 -0.4639
N -0.8389 -0.5120 0.5461
H 0.8383 -1.2971 1.6358
H 2.2240 0.2620 -0.2361
H 0.4046 1.4253 -1.5421
H -1.9411 0.6297 -0.8585
H -1.6134 -1.0324 0.9397

Here are the Mulliken charges for atoms 1 to 5, given in e: number 1, C, carries -0.28; number 2, C, carries -0.21; number 3, N, carries -0.02; number 4, C, carries -0.12; number 5, N, carries -0.02

=====

3.
C5H2O | ωB97M-V/def2-TZVPD

Computed properties:
* molecular weight: 78.07 g mol⁻¹
* HOMO-LUMO gap: 9.29 eV
* LUMO energy: -0.624 eV
* DFT total energy: -266.75302 Ha
* largest force on an atom: 2.9 eV Å⁻¹

Element x y z (Å)
C -1.5664 -1.2039 -0.4965
C -2.5990 -1.8674 -0.9333
C -0.7329 -0.1232 0.0739
C 0.4358 -0.5513 -0.3996
C -0.1498 -1.8683 -0.9442
O 0.3039 -2.8602 -1.3407
H -1.1044 0.7693 0.6721
H 1.5245 -0.2285 -0.2469

Here are the Mulliken charges for atoms 1 to 5, given in e: number 1, C, carries 0.32; number 2, C, carries -0.32; number 3, C, carries -0.33; number 4, C, carries -0.30; number 5, C, carries 0.39

=====

4.
C4H9N | ωB97M-V/def2-TZVPD

Computed properties:
* molecular weight: 71.12 g mol⁻¹
* HOMO-LUMO gap: 8.96 eV
* LUMO energy: 1.125 eV
* DFT total energy: -212.46309 Ha
* largest force on an atom: 2.9 eV Å⁻¹
* structure (SMILES): C=CN.C=C

Element x y z (Å)
C 1.6623 -1.0459 -1.0785
C 1.7379 0.2826 -1.2755
N 0.7928 1.1983 -0.8134
H 0.7011 -1.5514 -1.0265
H 2.5697 -1.5598 -0.7161
H 2.6175 0.7303 -1.8081
H -0.0792 0.9992 -0.3387
H 0.6051 2.0563 -1.3313
C -2.0791 -0.5001 0.9484
C -1.3723 0.1720 1.8735
H -2.4202 -0.0583 0.0265
H -2.2528 -1.5879 0.9324
H -1.2772 1.2265 1.7468
H -1.2056 -0.3618 2.8604

Here are the Mulliken charges for atoms 1 to 5, given in e: number 1, C, carries -0.71; number 2, C, carries -0.02; number 3, N, carries -0.38; number 4, H, carries 0.25; number 5, H, carries 0.22

=====

5.
C25H30N5O2RuSi | ωB97M-V/def2-TZVPD

Computed properties:
* molecular weight: 561.70 g mol⁻¹
* HOMO-LUMO gap: 4.21 eV
* LUMO energy: -12.334 eV
* net charge: +3
* DFT total energy: -1778.36471 Ha
* largest force on an atom: 0.3 eV Å⁻¹

Element x y z (Å)
Ru -0.1035 -0.1687 -0.0250
N 0.8076 1.3231 1.0173
C 0.3879 1.2616 2.4251
C 0.9090 2.0623 3.3989
C 0.4034 1.9694 4.7149
C -0.6145 1.1079 5.0136
C -1.1701 0.2747 4.0105
C -2.2322 -0.6322 4.2294
C -2.7069 -1.3898 3.1902
C -2.1142 -1.2727 1.9272
N -1.1038 -0.4511 1.6958
C -0.6388 0.3482 2.7105
H 0.5299 2.2196 0.6123
H 1.8262 1.2859 0.9454
H 1.6946 2.7752 3.1761
H 0.8235 2.6035 5.4833
H -1.0091 1.0533 6.0202
H -2.6685 -0.7165 5.2175
H -3.5284 -2.0794 3.3226
H -2.4735 -1.8631 1.0931
O -0.4445 1.4152 -6.5036
C -1.5733 2.2183 -6.2495
N -1.9735 1.8932 -4.8928
C -2.3500 2.8335 -3.9970
O -2.4531 4.0191 -4.2076
C -2.5225 2.3527 -2.5724
C -3.4773 2.9543 -1.7573
C -3.5305 2.5958 -0.4195
C -2.6071 1.6958 0.0751
N -1.6532 1.1354 -0.6940
C -1.6381 1.4629 -2.0053
H -0.3333 1.3103 -7.4563
H -2.3832 2.0074 -6.9510
H -1.3495 3.2855 -6.2694
H -2.1769 0.9226 -4.7093
H -4.1440 3.6969 -2.1779
H -4.2656 3.0240 0.2474
H -2.6164 1.4243 1.1210
H -0.8669 1.0154 -2.6227
C -0.2123 -3.7575 0.4779
Si 1.3124 -3.0184 1.2517
C 2.7840 -4.0928 0.9580
C 1.1802 -2.4921 3.0220
N 1.3787 -1.4033 0.2474
C 2.3392 -1.0219 -0.6088
C 3.7141 -1.3872 -0.5203
C 4.6325 -0.8048 -1.3640
C 4.2141 0.1147 -2.3268
C 2.8548 0.4760 -2.4620
C 1.9396 -0.0788 -1.6175
H -0.7466 -4.3626 1.2150
H 0.0699 -4.4193 -0.3433
H -0.9234 -3.0320 0.0757
H 2.5004 -5.0717 1.3625
H 3.6813 -3.7907 1.4991
H 3.0210 -4.2547 -0.0944
H 1.4298 -3.3682 3.6282
H 0.1851 -2.1699 3.3214
H 1.9037 -1.7164 3.2825
H 4.0332 -2.0751 0.2465
H 5.6805 -1.0603 -1.2842
H 4.9415 0.5556 -2.9975
H 2.5549 1.1505 -3.2534
H 0.8718 0.1071 -1.8524

Here are the Mulliken charges for atoms 1 to 5, given in e: number 1, Ru, carries 0.01; number 2, N, carries -0.13; number 3, C, carries 0.67; number 4, C, carries -0.63; number 5, C, carries -0.80

=====

6.
C2H4BrClN3 | ωB97M-V/def2-TZVPD

Computed properties:
* molecular weight: 185.43 g mol⁻¹
* HOMO-LUMO gap: 9.10 eV
* LUMO energy: -6.402 eV
* net charge: +1
* DFT total energy: -3276.72193 Ha
* largest force on an atom: 4.3 eV Å⁻¹

Element x y z (Å)
C 0.1136 1.8591 0.7397
C 0.7883 1.2742 -1.3099
N 0.7498 2.2463 -0.2761
N -0.1853 0.4691 0.4618
N 0.1721 0.1179 -0.6911
Cl -1.7018 -1.0633 2.5075
Br -0.2784 2.5842 2.3095
H 0.4248 1.3072 -2.3202
H 1.9647 1.0812 -1.4828
H -0.8232 -0.0930 1.1036
H -2.4218 -0.2051 1.9299

Here are the Mulliken charges for atoms 1 to 5, given in e: number 1, C, carries 0.46; number 2, C, carries -0.21; number 3, N, carries -0.36; number 4, N, carries 0.55; number 5, N, carries -0.34

=====

7.
C38H30F4N2O6 | ωB97M-V/def2-TZVPD

Computed properties:
* molecular weight: 686.66 g mol⁻¹
* HOMO-LUMO gap: 5.69 eV
* LUMO energy: -1.697 eV
* DFT total energy: -2426.24848 Ha
* largest force on an atom: 3.3 eV Å⁻¹
* structure (SMILES): C[C@@H](F)CO[C@H](CNCCC(F)=C(F)F)N=C=O.O=C1c2ccccc2C(=O)c2ccccc21.O=C1c2ccccc2C(=O)c2ccccc21

Element x y z (Å)
C 6.1756 -0.8922 2.8904
C 5.4981 -1.7856 4.0139
F 4.4052 -1.0355 4.5159
C 5.0222 -3.1907 3.3889
O 3.6732 -3.4006 3.8339
C 2.7788 -3.6836 2.7825
C 1.3936 -2.9720 3.1347
N 0.2693 -3.9074 3.2762
C -0.9779 -3.2572 3.6755
C -1.4520 -2.0738 2.7141
C -2.9720 -1.8154 2.7423
F -3.9127 -2.5607 2.0197
C -3.4519 -0.7427 3.5251
F -3.9141 -0.9622 4.8088
F -3.4689 0.5552 3.1268
N 2.6007 -5.1785 2.5660
C 2.7108 -5.4031 1.3604
O 2.7866 -5.3544 0.2015
H 5.5172 -0.9346 1.9781
H 7.1661 -1.3421 2.6084
H 6.2636 0.1798 3.1967
H 6.2445 -2.0393 4.8238
H 5.6514 -4.0309 3.7887
H 5.1397 -3.0958 2.2778
H 3.0929 -3.2715 1.7822
H 1.2412 -2.1464 2.3843
H 1.5322 -2.4653 4.1354
H 0.1541 -4.5220 2.4709
H -1.7931 -4.0398 3.6426
H -0.9325 -2.8435 4.7180
H -0.8669 -1.1523 3.0186
H -1.1048 -2.3036 1.6589
O 3.9924 -0.1391 -5.8653
C 3.4614 -0.5731 -4.8612
C 3.7370 -1.9560 -4.3988
C 4.6286 -2.7528 -5.1120
C 4.9243 -4.0327 -4.6657
C 4.3318 -4.5222 -3.5047
C 3.4290 -3.7386 -2.8009
C 3.1239 -2.4553 -3.2481
C 2.1447 -1.6303 -2.4970
O 1.5697 -2.0838 -1.5241
C 1.8852 -0.2396 -2.9476
C 0.9974 0.5603 -2.2319
C 0.7739 1.8723 -2.6255
C 1.4361 2.3907 -3.7351
C 2.3103 1.5928 -4.4590
C 2.5341 0.2743 -4.0713
H 5.0966 -2.3741 -6.0130
H 5.6224 -4.6498 -5.2198
H 4.5732 -5.5178 -3.1503
H 2.9669 -4.1278 -1.9016
H 0.4831 0.1625 -1.3643
H 0.0860 2.4949 -2.0648
H 1.2677 3.4185 -4.0358
H 2.8208 2.0007 -5.3236
O -3.9836 5.5302 -2.5776
C -4.5029 5.0522 -1.5868
C -4.1503 3.6828 -1.1359
C -3.2011 2.9496 -1.8438
C -2.8364 1.6839 -1.4073
C -3.4163 1.1459 -0.2619
C -4.3748 1.8658 0.4360
C -4.7497 3.1330 -0.0012
C -5.7893 3.8868 0.7426
O -6.3501 3.3866 1.6986
C -6.1272 5.2636 0.3037
C -7.0747 5.9965 1.0134
C -7.3740 7.2963 0.6317
C -6.7277 7.8697 -0.4603
C -5.7932 7.1377 -1.1788
C -5.4934 5.8309 -0.8029
H -2.7429 3.3667 -2.7333
H -2.0946 1.1159 -1.9572
H -3.1215 0.1616 0.0854
H -4.8261 1.4386 1.3227
H -7.5768 5.5561 1.8669
H -8.1091 7.8667 1.1879
H -6.9556 8.8886 -0.7517
H -5.2955 7.5879 -2.0298

Here are the Mulliken charges for atoms 1 to 5, given in e: number 1, C, carries -1.19; number 2, C, carries 0.50; number 3, F, carries -0.32; number 4, C, carries -0.60; number 5, O, carries -0.41

=====

8.
C6H10O | ωB97M-V/def2-TZVPD

Computed properties:
* molecular weight: 98.14 g mol⁻¹
* HOMO-LUMO gap: 10.03 eV
* LUMO energy: 1.117 eV
* DFT total energy: -309.74311 Ha
* largest force on an atom: 0.3 eV Å⁻¹
* structure (SMILES): C1[C@H]2C[C@@H]12.C=CO

Element x y z (Å)
C -0.1515 1.2009 0.0295
C -1.5436 1.5788 -0.3212
C -2.2624 0.3780 0.1810
C -1.0447 0.2245 -0.6833
H 0.6504 1.6528 -0.5511
H 0.1110 0.9996 1.0713
H -1.8887 2.3474 -0.9967
H -3.2250 0.1544 -0.2764
H -2.1933 0.1215 1.2410
H -0.9635 -0.1832 -1.6823
C 2.3432 -0.9398 -0.3579
C 1.8939 -1.3916 0.8122
O 0.6151 -1.6965 1.1380
H 3.3960 -0.7150 -0.4850
H 1.6817 -0.7830 -1.2063
H 2.5540 -1.5625 1.6589
H 0.0274 -1.3862 0.4284

Here are the Mulliken charges for atoms 1 to 5, given in e: number 1, C, carries -0.18; number 2, C, carries -0.50; number 3, C, carries -0.32; number 4, C, carries -0.47; number 5, H, carries 0.24